Here is a structure of composition C11H9O3 from the Open Molecules 2025 dataset. Energies are from ωB97M-V/def2-TZVPD.

```
23
C11H9O3, DFT ωB97M-V/def2-TZVPD
H 2.99921 0.44345 2.43034
H -1.80914 -1.05318 -2.25286
O -4.59068 1.53770 -1.84767
O -4.29785 -0.49648 -0.93715
C -0.38487 0.62275 1.80999
C 0.82931 0.66903 2.44840
C -2.42460 0.90980 -1.20539
C 0.63338 -0.59982 -1.57565
C -0.41338 0.30575 0.48894
H 2.90729 -0.21202 -0.10402
C -3.97959 0.62275 -1.30973
C -1.33736 -0.27928 -1.69201
H 0.99160 -0.09550 -2.43563
C 0.78301 -0.06646 -0.22498
H -2.13766 1.88837 -1.31406
H -1.28624 0.90603 2.52623
C -1.65597 0.05098 -0.23634
H -2.37687 -0.63864 0.12356
H 0.32523 -2.43580 -1.17133
C 2.02574 0.33260 1.84508
O 1.03613 -2.00411 -1.68694
C 1.95719 -0.09568 0.49234
H 0.80848 0.90660 3.59745
```

Output
max |F| = 3.7 eV/Å
multiplicity = 1
total charge = -1
orbital gap = 0.2794 Ha
LUMO energy = 3.13 eV
E_tot = -650.21596 hartree

Atom charges from the Löwdin analysis, given in e for atoms 1 to 6: atom 1 (H): 0.112, atom 2 (H): 0.076, atom 3 (O): -0.047, atom 4 (O): -0.037, atom 5 (C): -0.063, atom 6 (C): -0.153